ORCA calculation (the ωB97M-V functional and the def2-TZVPD basis) on a structure of composition C31H46Cl2N7O2RbS.

```
! wB97M-V def2-TZVPD RIJCOSX def2/J DEFGRID3
* xyz -2 1
Rb -0.48461 0.31082 0.64217
C -2.34402 0.48143 -2.58214
C -2.46723 1.65978 -1.61872
C -3.61177 1.50498 -0.60913
N -3.32031 0.44708 0.32884
C -4.02147 -0.63032 0.36607
C -5.08303 -0.99881 -0.54541
C -6.22286 -1.72506 -0.30699
C -6.67947 -2.29255 0.88946
C -5.92523 -2.44138 2.05176
C -4.57798 -2.22594 2.25596
C -3.59114 -1.65328 1.37906
N -2.31866 -1.88214 1.42265
C -1.82661 -3.01957 2.15454
C -0.80656 -3.79315 1.30985
C 0.51411 -3.04601 1.02567
N 0.52266 -2.23615 -0.16424
C 0.68109 -2.74845 -1.33801
C 0.80790 -4.16237 -1.57716
C 1.06349 -4.90024 -2.71033
C 1.33083 -4.49468 -4.01786
C 1.36407 -3.17362 -4.46069
C 1.08883 -2.00016 -3.79420
C 0.68602 -1.71640 -2.44530
N 0.33158 -0.54243 -2.03901
C 0.19786 0.59375 -2.90319
C -1.18558 0.62884 -3.57554
H -3.27679 0.37174 -3.14657
H -2.18666 -0.43278 -2.00497
H -2.61153 2.58721 -2.18449
H -1.54732 1.73875 -1.03769
H -4.56849 1.38680 -1.13897
H -3.67535 2.43231 -0.02780
H -4.96034 -0.62997 -1.55778
H -6.89208 -1.82929 -1.15871
H -7.69869 -2.66620 0.91015
H -6.45702 -2.85909 2.90465
H -4.19575 -2.50449 3.23303
H -2.62877 -3.72269 2.42962
H -1.33999 -2.70314 3.09215
H -1.28601 -4.04109 0.36028
H -0.58197 -4.73126 1.83196
H 1.33434 -3.78417 1.01900
H 0.71181 -2.36455 1.86381
H 0.65204 -4.76623 -0.69092
H 1.07123 -5.97785 -2.55666
H 1.52816 -5.26747 -4.75408
H 1.62619 -3.05172 -5.51029
H 1.17463 -1.11796 -4.42004
H 0.97058 0.66990 -3.68698
H 0.30734 1.48439 -2.26949
H -1.23291 -0.19428 -4.29542
H -1.28899 1.56637 -4.13775
N 0.27118 -0.01787 3.60114
C -0.19950 0.89055 4.65082
C -0.91678 2.08118 4.03833
C 0.05883 2.87510 3.11790
O 0.91660 3.57668 3.69012
O -0.12295 2.72705 1.88193
H -0.48628 -0.20159 2.95085
H 0.54623 -0.90544 4.00067
H 0.67182 1.25521 5.20282
H -0.86403 0.38696 5.37239
H -1.26872 2.74158 4.83274
H -1.77011 1.73729 3.44654
C 6.20977 1.38217 1.60259
N 4.83401 1.84734 1.62590
C 4.12448 1.48661 2.84517
C 4.11263 1.78868 0.44106
S 2.63904 1.07759 0.33490
N 4.74452 2.39838 -0.62962
C 4.10846 2.33248 -1.93212
C 5.48919 3.62648 -0.41537
H 6.26516 0.31732 1.86446
H 6.80915 1.94374 2.32435
H 6.63718 1.50857 0.61109
H 4.73574 1.79795 3.69579
H 3.93509 0.40923 2.90745
H 3.16470 1.99920 2.88232
H 3.73458 1.32771 -2.10818
H 4.85006 2.59122 -2.69213
H 3.25866 3.02182 -2.00309
H 5.72746 3.74330 0.63734
H 4.89659 4.49411 -0.72935
H 6.41620 3.61638 -0.99682
Cl -1.40841 5.83736 -2.46077
C 0.00361 4.89828 -1.93217
Cl -0.16897 4.23510 -0.29239
H 0.85639 5.56599 -1.94952
H 0.11878 4.06907 -2.62125
*
```

Results
HOMO level (eV): -1.189



ORCA calculation (the ωB97M-V functional and the def2-TZVPD basis) on a cluster of 7 separate species, C31H46F4N4O22PS in total.

```
! wB97M-V def2-TZVPD RIJCOSX def2/J DEFGRID3
* xyz 1 1
C -3.60804 0.83298 2.53378
C -2.91047 -0.44433 2.12269
O -2.43786 -1.10929 3.29578
C -1.80517 -2.33749 2.99378
C -0.38405 -2.38609 3.61194
O -0.06182 -1.22329 4.35702
C 0.65202 -0.26004 3.63914
C 2.15519 -0.36656 3.86003
O 2.68266 0.94582 3.63288
C 4.06391 0.96649 3.40537
N 4.34255 2.20272 2.68704
S 4.74529 3.59147 3.61832
C 4.23919 2.29902 1.36215
N 4.44886 3.42287 0.64505
C 4.19839 3.10369 -0.61338
P 4.31816 4.45507 -1.87751
O 3.83204 5.69920 -1.27407
N 3.84840 1.82285 -0.77820
C 3.44102 0.97790 -1.90451
C 4.15136 1.27295 -3.23880
C 3.11729 1.64102 -4.26866
F 1.93067 0.97315 -4.19286
C 3.24201 2.56540 -5.26063
F 4.17072 2.49010 -6.18762
F 2.46761 3.61663 -5.41371
N 3.88067 1.33450 0.50146
F 3.52864 0.06891 0.72022
H -3.64615 1.50871 1.68208
H -4.61881 0.58620 2.85706
H -3.06666 1.27299 3.36886
H -3.55504 -1.10378 1.53681
H -2.03610 -0.19889 1.50357
H -1.76952 -2.46548 1.91137
H -2.38752 -3.16071 3.41090
H 0.33659 -2.58388 2.81216
H -0.29088 -3.22839 4.29269
H 0.42215 -0.27861 2.56937
H 0.35251 0.73191 3.98195
H 2.33800 -0.62989 4.90341
H 2.60614 -1.11593 3.20374
H 4.58587 1.01732 4.35998
H 4.40069 0.08299 2.86179
H 3.50133 3.91103 4.02692
H 5.67170 4.50704 -2.26501
H 3.49692 4.04269 -2.93924
H 2.35882 1.04706 -1.98984
H 3.63532 -0.05823 -1.64943
H 4.60308 0.33203 -3.56936
H 4.96175 1.99318 -3.18177
C -5.80389 2.67057 -2.48502
C -6.48336 2.05067 -1.28562
O -5.37217 1.69472 -0.45490
C -4.33098 2.47855 -0.78949
O -3.31852 2.54695 -0.16122
O -4.58821 3.18400 -1.91308
H -6.39017 3.46753 -2.93450
H -5.55317 1.93647 -3.24709
H -7.10869 2.76285 -0.74477
H -7.07718 1.17657 -1.53665
C -1.43499 -1.29541 -3.73593
C -1.80529 -0.23985 -4.75724
O -3.19243 -0.03108 -4.48641
C -3.43402 -0.40041 -3.20113
O -4.44852 -0.19387 -2.62520
O -2.35773 -1.03457 -2.67627
H -0.41071 -1.20631 -3.38199
H -1.59813 -2.30979 -4.10366
H -1.27009 0.69927 -4.60212
H -1.65924 -0.56720 -5.78346
C 1.95244 -5.86432 6.23485
C 1.88772 -7.35232 5.95810
O 0.55517 -7.51242 5.46075
C 0.14441 -6.32597 4.96230
O -0.84344 -6.15808 4.32662
O 1.01936 -5.33909 5.28349
H 2.94129 -5.44168 6.07767
H 1.61127 -5.60948 7.23925
H 2.59118 -7.66583 5.18489
H 2.04154 -7.95997 6.84540
C -2.73367 -0.34601 6.51882
C -3.12153 -1.54833 7.35069
O -2.53735 -1.24250 8.62091
C -2.39119 0.10431 8.70503
O -2.08856 0.68738 9.69287
O -2.63401 0.68820 7.50771
H -3.47480 -0.09174 5.76680
H -1.76485 -0.46826 6.03279
H -4.20197 -1.64367 7.47337
H -2.72584 -2.48245 6.95979
C -6.13042 1.79823 -6.63454
C -6.49224 2.84921 -7.66377
O -7.87641 3.07789 -7.39395
C -8.12219 2.72468 -6.10957
O -9.12751 2.94684 -5.52491
O -7.05074 2.07772 -5.57653
H -5.10488 1.87900 -6.28169
H -6.30497 0.78209 -6.99249
H -5.94662 3.78335 -7.51734
H -6.35159 2.51247 -8.68747
C 6.78515 -1.52735 -5.61762
C 8.10345 -0.78846 -5.70488
O 8.40634 -0.55850 -4.32313
C 7.75443 -1.48705 -3.58331
O 7.91385 -1.65907 -2.42071
O 6.87403 -2.17992 -4.34981
H 6.64749 -2.24587 -6.42076
H 5.92853 -0.84799 -5.59844
H 8.89401 -1.39339 -6.14978
H 8.03431 0.15314 -6.24286
*
```

Results
HOMO level (eV): -11.123



ORCA calculation (the ωB97M-V functional and the def2-TZVPD basis) on a structure of composition C31H46GaNO2.

```
! wB97M-V def2-TZVPD RIJCOSX def2/J DEFGRID3
* xyz 0 1
O 2.31701 2.53893 -1.42882
C 1.12034 3.24024 -1.92408
C 1.65629 3.52492 -3.31337
H 0.94843 4.13012 -1.35065
H 0.27389 2.54530 -1.91738
C 2.74868 2.51352 -2.84362
H 1.92491 4.56734 -3.44281
H 0.97472 3.18829 -4.09809
C 4.21596 2.85079 -2.74376
H 4.33656 3.70354 -2.07315
H 4.63613 3.01488 -3.74414
H 4.71952 2.00525 -2.19722
C 2.40371 1.24135 -3.59906
H 1.36591 1.25467 -3.92034
H 2.50457 0.34074 -2.97676
H 3.03158 1.20685 -4.48746
Ga -0.60683 -1.34003 -0.23996
C -1.41984 -1.68504 -2.93192
C -2.28721 -1.29804 -1.83116
C -2.19842 0.15562 -1.72589
H -3.08064 -1.91411 -1.39397
C -1.27991 0.60041 -2.69854
C -0.77434 -0.53222 -3.40265
H -0.06018 -0.49429 -4.22598
H -1.35029 -2.68788 -3.35371
H -2.79911 0.77160 -1.05798
H -1.08455 1.64137 -2.95828
C 1.07768 -2.87610 -0.36218
C 1.60827 -2.56000 -1.65796
C 2.47281 -1.45487 -1.52134
H 1.40663 -3.11696 -2.57111
C 2.31254 -0.89983 -0.22752
C 1.54880 -1.82150 0.55301
H 1.55052 -1.90220 1.64018
H 0.73518 -3.86209 -0.03819
H 3.26020 -1.18551 -2.23713
H 2.69838 0.05826 0.12737
O 2.08577 4.55320 0.25184
C 2.66460 5.64372 -0.53383
C 2.56174 6.96597 0.20976
H 2.04670 5.68251 -1.45073
H 3.67439 5.38033 -0.88916
C 1.45805 6.70295 1.25274
H 2.24261 7.75075 -0.46667
H 3.45395 7.32464 0.72039
C 1.20106 5.17142 1.21171
H 0.56235 7.27326 0.97672
H 1.74317 6.99462 2.26749
H 0.15704 4.98145 0.89376
H 1.38480 4.67782 2.17667
C -3.40294 -5.45402 4.35780
C -2.87191 -4.94416 3.04128
C -2.89029 -5.77530 1.91704
C -2.43969 -5.32517 0.66925
C -2.49583 -6.25778 -0.51500
C -1.96322 -4.01953 0.56062
C -1.94705 -3.12353 1.67534
C -2.40541 -3.63676 2.91931
N -1.50319 -1.82188 1.50915
C -1.46430 -0.77879 2.57302
C -2.87440 -0.50936 3.09508
C -0.51166 -1.18350 3.69504
C -0.94464 0.53050 1.95905
H -4.49088 -5.60256 4.30756
H -2.96665 -6.42429 4.63087
H -3.19973 -4.75127 5.17179
H -3.28049 -6.79219 2.01792
H -1.92579 -7.18007 -0.33600
H -3.52633 -6.57488 -0.73117
H -2.09736 -5.78786 -1.42157
H -1.61265 -3.68500 -0.42785
H -2.40943 -3.01279 3.81330
H -3.31543 -1.36246 3.60737
H -2.85394 0.33400 3.79725
H -3.53139 -0.23664 2.25867
H 0.49637 -1.35512 3.30026
H -0.45105 -0.37115 4.43277
H -0.82641 -2.08685 4.21208
H 0.07540 0.42346 1.55401
H -1.61477 0.89941 1.16723
H -0.89905 1.29960 2.74344
*
```

Results
HOMO level (eV): -7.008



Across the entries above, F_max takes the values 0.71 1.96 2.65 eV Å⁻¹, respectively.